Record 1
Here is C21H47AlFN6O10 as an isolated structure from the OMol25 dataset. Energies are from ωB97M-V with the def2-TZVPD basis set.

Each line ends with the Mulliken charge.
Atoms and positions in Å:
O -3.314 0.650 1.905  -0.5351
C -3.538 1.393 0.972  0.4928
F -2.839 2.547 0.864  -0.2399
N -4.486 1.204 -0.005  -0.3572
C -4.040 0.200 -1.133  0.5120
O -4.702 -0.793 -1.222  -0.4885
Al -2.437 0.731 -2.349  0.2557
C -1.629 -0.837 -3.340  -0.4370
O -0.910 -1.805 -2.515  -0.5151
C -1.698 -2.824 -2.034  -0.1623
O -2.161 -2.558 -0.724  -0.3949
C -1.152 -2.655 0.250  -0.6688
C -0.437 -1.330 0.566  0.9520
O 0.967 -1.641 0.679  -0.6537
H -4.579 2.095 -0.486  0.3360
H -1.376 1.604 -1.527  -0.2348
H -3.107 1.707 -3.479  -0.4117
H -2.346 -1.332 -4.001  0.4594
H -0.880 -0.421 -4.010  0.1380
H -2.565 -3.005 -2.661  0.3034
H -1.144 -3.763 -1.996  0.1298
H -1.656 -2.960 1.165  0.3038
H -0.407 -3.412 0.011  0.2937
H -0.543 -0.621 -0.244  -0.0548
H -0.792 -0.910 1.497  -0.4737
H 1.359 -1.462 -0.175  0.3634
C -0.819 -7.454 -1.853  -1.3590
C -1.651 -6.862 -2.967  0.7817
O -1.329 -5.839 -3.538  -0.6131
N -2.796 -7.519 -3.313  -0.1584
C -3.338 -8.737 -2.746  -0.8286
H 0.047 -6.820 -1.696  0.3069
H -1.393 -7.497 -0.927  0.3512
H -0.478 -8.457 -2.118  0.4274
H -3.304 -7.069 -4.057  0.2318
H -3.428 -9.500 -3.523  0.2804
H -4.330 -8.544 -2.334  0.2821
H -2.699 -9.116 -1.956  0.3116
C -0.912 2.388 -6.996  -1.3007
C -0.215 1.082 -6.694  0.7804
O 0.154 0.795 -5.576  -0.6259
N -0.015 0.217 -7.735  -0.1571
C -0.387 0.385 -9.124  -0.8618
H -0.998 2.950 -6.072  0.2815
H -0.338 2.974 -7.716  0.3779
H -1.914 2.207 -7.387  0.3591
H 0.450 -0.634 -7.462  0.2339
H -1.066 -0.415 -9.426  0.2832
H 0.503 0.340 -9.757  0.2815
H -0.879 1.339 -9.281  0.3275
C -1.725 0.115 4.458  -1.1613
C -0.872 -0.905 5.172  0.7444
O -0.933 -2.098 4.938  -0.6643
N -0.001 -0.440 6.120  -0.1351
C 0.217 0.930 6.534  -0.7905
H -2.359 -0.385 3.738  0.2395
H -2.358 0.643 5.174  0.5666
H -1.100 0.832 3.925  0.2056
H 0.540 -1.166 6.559  0.2219
H 1.259 1.211 6.359  0.2403
H 0.006 1.035 7.602  0.2896
H -0.425 1.608 5.982  0.3105
C 3.375 2.588 0.499  -1.3019
C 2.035 1.953 0.799  0.8120
O 1.335 1.462 -0.063  -0.5022
N 1.624 1.947 2.099  0.0588
C 2.311 2.478 3.259  -0.7342
H 3.557 2.513 -0.569  0.2949
H 3.376 3.640 0.788  0.3213
H 4.174 2.067 1.030  0.3487
H 0.725 1.508 2.225  -0.0107
H 2.480 1.666 3.976  0.1942
H 1.689 3.240 3.733  0.2668
H 3.255 2.914 2.989  0.2919
C 5.805 6.131 3.828  -1.3852
C 4.473 5.499 4.158  0.8238
O 3.763 4.998 3.304  -0.6003
N 4.082 5.502 5.462  -0.1464
C 4.785 6.043 6.609  -0.8972
H 5.970 6.047 2.759  0.2916
H 5.807 7.186 4.102  0.3840
H 6.615 5.618 4.349  0.3744
H 3.186 5.066 5.612  0.2216
H 4.975 5.249 7.334  0.2887
H 4.174 6.809 7.089  0.2918
H 5.731 6.482 6.315  0.3402

Force components x, y, z for each atom (eV/Å):
O 0.129 0.969 -1.233
C -0.502 -1.590 1.131
F -0.191 0.233 0.154
N 0.468 1.000 0.351
C -0.141 -1.303 -0.416
O 0.142 0.685 0.184
Al 0.267 0.158 -0.550
C -0.062 0.560 0.525
O 0.112 -0.340 -0.737
C -0.038 0.001 0.595
O -0.332 -0.257 -0.293
C -0.722 0.675 0.687
C 0.945 -0.912 -0.879
O 0.038 0.257 0.768
H 0.068 -0.020 -0.226
H -0.077 -0.106 0.239
H -0.213 -0.004 -0.009
H -0.076 -0.398 0.053
H 0.118 0.061 0.052
H -0.373 0.215 -0.037
H 0.480 0.010 -0.087
H -0.102 -0.297 0.116
H 0.171 -0.085 -0.258
H -0.416 0.246 -0.050
H 0.068 0.155 0.241
H 0.034 0.170 -0.237
C 0.014 0.003 0.002
C -0.007 0.126 0.002
O 0.058 -0.069 -0.101
N 0.136 -0.153 0.114
C -0.159 0.278 -0.310
H -0.023 0.070 -0.051
H 0.020 -0.086 0.011
H -0.046 -0.039 0.087
H -0.039 0.036 0.011
H 0.003 -0.104 0.100
H 0.013 -0.112 0.091
H 0.032 0.022 0.014
C 0.007 0.031 -0.009
C -0.060 -0.004 0.109
O 0.231 0.082 -0.091
N -0.047 0.198 -0.098
C 0.193 -0.342 0.232
H 0.008 -0.082 0.069
H -0.082 -0.005 -0.066
H 0.013 0.054 -0.063
H -0.028 -0.039 0.023
H -0.053 0.085 -0.113
H -0.073 0.073 -0.110
H -0.010 0.026 0.033
C 0.094 -0.234 0.150
C -0.029 -0.030 -0.095
O -0.022 -0.007 0.076
N -0.099 0.157 -0.035
C 0.197 -0.382 0.126
H 0.020 -0.045 -0.047
H 0.036 0.119 -0.058
H -0.095 0.092 0.009
H 0.035 -0.013 -0.008
H -0.038 0.148 -0.005
H -0.022 0.146 -0.015
H -0.020 -0.016 -0.034
C 0.002 0.028 -0.049
C -0.200 -0.129 0.034
O 0.189 0.013 -0.209
N 0.185 0.139 0.072
C -0.690 -0.741 -0.044
H -0.082 -0.054 -0.024
H 0.093 -0.023 0.103
H 0.025 0.089 0.051
H -0.012 -0.051 -0.036
H 0.074 0.101 0.059
H 0.166 0.121 0.075
H 0.118 0.098 -0.090
C -0.001 -0.020 -0.028
C -0.099 -0.051 -0.086
O 0.221 0.356 0.017
N 0.192 0.091 -0.018
C -0.380 -0.197 -0.027
H -0.073 -0.041 -0.023
H 0.083 -0.012 0.060
H 0.029 0.090 0.043
H -0.023 -0.002 0.012
H 0.105 0.071 0.054
H 0.112 0.058 0.057
H 0.013 -0.001 -0.040

Gap between HOMO and LUMO in Ha: 0.2207
Total charge: -1
Maximum force in eV/A: 2.015
E_tot in eV: -61270.6028



Record 2
Here is a 2-piece molecular cluster, C5H7N3O overall from the OMol25 dataset. Energies are from ωB97M-V with the def2-TZVPD basis set.

Each line ends with the natural charge from an NBO analysis.
Atoms and positions in Å:
C -1.017 -0.772 -0.161  0.2462
C 1.366 -1.372 0.025  0.2489
C 2.121 0.701 0.102  -0.3136
C 0.616 0.839 -0.100  0.1436
C -0.040 1.948 0.092  -0.4400
H -3.817 0.403 -0.731  0.4498
H -1.406 -1.886 0.356  0.1785
H 1.258 -2.462 -0.136  0.2050
H 2.330 1.355 1.059  0.2506
H 2.661 1.068 -0.955  0.2255
H -1.006 2.196 0.222  0.2345
H 0.661 2.712 -0.227  0.1955
N -1.853 0.177 -0.216  -0.2332
N 0.250 -0.485 -0.040  -0.4662
N 2.492 -0.879 0.031  -0.3774
O -3.147 -0.392 0.280  -0.5476

Force components x, y, z for each atom (eV/Å):
C -3.926 -4.369 3.439
C -2.398 -1.501 -1.318
C 2.303 1.048 -2.948
C 2.517 -2.114 1.568
C 3.067 1.423 -1.623
H 2.048 -3.476 4.366
H 1.099 2.964 -2.025
H -0.591 0.667 0.348
H 0.597 -1.908 -2.015
H -0.952 -0.377 3.199
H -2.853 0.327 0.075
H -0.147 0.926 0.915
N -2.353 -1.473 0.682
N 1.952 -0.961 -0.459
N 1.110 4.407 1.509
O -1.474 4.417 -5.714

Gap between HOMO and LUMO in Ha: 0.3033
Maximum force in eV/A: 7.371
E_tot in eV: -11808.2478



Record 3
Here is a 4-piece molecular cluster, C2H13N2O3 overall from the OMol25 dataset. Energies are from ωB97M-V with the def2-TZVPD basis set.

Each line ends with the natural charge from an NBO analysis.
Atoms and positions in Å:
C -0.083 -0.506 -0.874  -0.2316
C -1.362 -0.873 -0.872  0.0153
N -1.822 -2.044 -1.462  -0.7980
N 0.427 0.642 -0.101  -0.9015
H 0.671 -1.211 -1.144  0.1722
H -2.164 -0.190 -0.625  0.2062
H -2.716 -2.324 -1.093  0.3805
H -1.207 -2.837 -1.553  0.3800
H 0.185 1.564 -0.503  0.4389
H 1.456 0.537 0.019  0.3071
H 0.024 0.599 0.848  0.4512
H -0.344 1.014 3.480  0.4816
H -0.237 2.258 2.491  0.4875
O -0.325 1.303 2.564  -1.0174
H 2.430 -3.490 -0.162  0.4814
H 2.202 -2.047 -0.898  0.4668
O 2.461 -2.535 -0.123  -0.9665
H -0.421 4.088 0.233  0.4666
H 0.964 3.595 -0.095  0.3714
O 0.077 3.259 0.143  -1.1918

Force components x, y, z for each atom (eV/Å):
C -0.043 -0.087 0.738
C 0.178 0.016 -0.949
N -0.552 0.092 0.298
N -0.695 -0.997 -0.317
H 0.083 -0.028 -0.282
H 0.063 0.027 0.388
H -0.040 -0.096 -0.183
H 0.265 0.193 0.092
H 0.318 -0.066 0.154
H 0.039 0.500 -0.169
H 0.102 0.410 0.233
H 0.061 0.338 0.127
H 0.114 0.253 0.226
O -0.184 -0.629 -0.463
H -0.231 0.005 -0.803
H 0.111 -0.680 -0.659
O 0.420 0.530 1.480
H -0.303 -0.107 -0.027
H 0.244 -0.268 -0.001
O 0.050 0.594 0.116

Gap between HOMO and LUMO (alpha / beta) in Ha: 0.1231 / 0.3538
Multiplicity: 2
Maximum force in eV/A: 1.627
E_tot in eV: -11403.5671